1.
The following is a DFT calculation (ωB97M-V/def2-TZVPD) of 2 unconnected molecules or ions with the total composition C4H7NOS2.

Structure (ORCA input):
```
! RIJCOSX wB97M-V def2-TZVPD def2/J DEFGRID3
* xyz 0 3
S -3.571 -0.846 -0.407
S -1.244 1.139 -0.341
O 1.608 1.088 -0.589
N -0.453 -2.162 1.206
C -1.902 -0.436 0.166
C -1.143 -1.336 0.770
C 2.108 -0.299 -0.743
C 1.168 1.508 0.568
H 1.750 -0.844 0.146
H 1.305 2.568 0.700
H -2.367 1.853 -0.475
H -3.183 -2.047 -0.011
H 1.107 0.894 1.538
H 3.170 -0.416 -0.831
H 1.647 -0.664 -1.696
*
```

Results
**Kohn-Sham gap (spin up / spin down)**: 6.82 / 8.56 eV
**LUMO level (spin up / spin down)**: 0.359 / -1.331 eV

Need the Mulliken charges? In units of e they are: number 1, S, carries -0.153; number 2, S, carries -0.040; number 3, O, carries -0.323; number 4, N, carries -0.423; number 5, C, carries 0.214; number 6, C, carries 0.195; number 7, C, carries -0.506; number 8, C, carries -0.643; number 9, H, carries 0.262; number 10, H, carries 0.361; number 11, H, carries 0.107; number 12, H, carries 0.152; number 13, H, carries 0.328; number 14, H, carries 0.276; number 15, H, carries 0.194

2.
The following is a DFT calculation (ωB97M-V/def2-TZVPD) of a molecular structure, C18H11Cl2FN2PdS.

Structure (ORCA input):
```
! RIJCOSX wB97M-V def2-TZVPD def2/J DEFGRID3
* xyz 0 1
Pd 0.224 -0.669 -0.682
Cl 1.496 -1.550 4.535
Cl 2.607 -1.250 -0.807
S 0.370 -1.577 1.557
F 0.091 5.269 -1.462
N -4.841 -4.589 -0.579
N -1.908 -0.861 -1.193
C 0.121 3.140 -2.451
C -2.467 -2.055 -1.009
C -4.661 -1.102 -0.927
C 2.581 -1.360 3.194
C 0.186 1.758 -2.296
C 3.920 -1.179 3.484
C -2.701 0.216 -1.241
C -3.837 -2.220 -0.877
C 4.842 -1.012 2.461
C 4.409 -1.033 1.150
C 0.167 3.930 -1.320
C 2.080 -1.385 1.876
C 3.063 -1.220 0.891
C -4.078 0.135 -1.113
C 0.289 3.402 -0.050
C 0.354 2.020 0.096
C 0.296 1.212 -1.029
C -4.389 -3.541 -0.705
H 5.103 -0.905 0.331
H -4.676 1.034 -1.158
H -1.802 -2.908 -0.966
H -5.732 -1.212 -0.822
H 0.331 4.063 0.806
H 5.889 -0.861 2.687
H -2.207 1.167 -1.383
H 4.234 -1.164 4.518
H 0.157 1.123 -3.173
H 0.040 3.599 -3.427
H 0.448 1.585 1.083
*
```

Results
**Kohn-Sham gap**: 6.74 eV
**LUMO level**: -0.750 eV

Need the Mulliken charges? In units of e they are: number 1, Pd, carries -0.410; number 2, Cl, carries -0.208; number 3, Cl, carries -0.168; number 4, S, carries -0.312; number 5, F, carries -0.330; number 6, N, carries -0.446; number 7, N, carries -0.269; number 8, C, carries -0.379; number 9, C, carries -0.143; number 10, C, carries -0.113; number 11, C, carries 0.464; number 12, C, carries -0.010; number 13, C, carries -0.746; number 14, C, carries 0.024; number 15, C, carries 0.291; number 16, C, carries -0.293; number 17, C, carries -0.870; number 18, C, carries 0.357; number 19, C, carries -0.142; number 20, C, carries 0.880; number 21, C, carries -0.819; number 22, C, carries -0.611; number 23, C, carries -0.233; number 24, C, carries -0.020; number 25, C, carries -0.047; number 26, H, carries 0.401; number 27, H, carries 0.410; number 28, H, carries 0.474; number 29, H, carries 0.499; number 30, H, carries 0.431; number 31, H, carries 0.361; number 32, H, carries 0.217; number 33, H, carries 0.401; number 34, H, carries 0.439; number 35, H, carries 0.431; number 36, H, carries 0.489

3.
The following is a DFT calculation (ωB97M-V/def2-TZVPD) of C3H4BrF3O in the gas phase.

Structure (ORCA input):
```
! RIJCOSX wB97M-V def2-TZVPD def2/J DEFGRID3
* xyz 0 1
Br -0.063 -1.680 2.495
F -1.581 -0.006 0.059
F 1.583 1.340 -0.995
F -0.347 2.451 -0.845
O -0.021 -1.952 -0.319
C 0.342 -1.002 0.619
C 0.236 1.282 -0.961
C -0.301 0.284 0.427
H 1.404 -0.750 0.660
H -0.973 -1.710 -0.522
H -0.074 0.882 -1.984
H -0.204 0.862 1.365
*
```

Results
**Kohn-Sham gap**: 11.17 eV
**LUMO level**: 0.647 eV
**SMILES string**: O[C@H](Br)[C@H](F)C(F)F

Need the Mulliken charges? In units of e they are: number 1, Br, carries -0.209; number 2, F, carries -0.350; number 3, F, carries -0.251; number 4, F, carries -0.223; number 5, O, carries -0.476; number 6, C, carries -0.080; number 7, C, carries 0.289; number 8, C, carries -0.154; number 9, H, carries 0.403; number 10, H, carries 0.409; number 11, H, carries 0.209; number 12, H, carries 0.434

4.
The following is a DFT calculation (ωB97M-V/def2-TZVPD) of C10H20N4S in the gas phase.

Structure (ORCA input):
```
! RIJCOSX wB97M-V def2-TZVPD def2/J DEFGRID3
* xyz 0 1
S -1.075 0.272 -0.611
N 0.504 -0.014 -0.079
N 3.472 -0.317 -1.896
N 1.437 0.032 -1.021
N 3.016 0.914 -2.287
C -1.553 0.832 1.014
C -2.116 -1.337 -0.546
C 0.066 2.854 1.358
C -1.378 2.322 1.202
C 2.565 -0.817 -1.146
C 1.801 1.087 -1.755
C -0.272 -3.138 -0.984
C 0.828 -3.958 -0.353
C 0.173 4.356 1.276
C -1.161 -2.393 0.047
H 0.174 -2.517 -1.664
H 1.600 -3.326 0.044
H -0.267 4.793 2.186
H -0.889 -3.853 -1.677
H 0.727 2.468 0.502
H -0.406 -1.820 0.602
H -1.885 2.695 2.099
H -1.918 2.888 0.476
H 1.319 -4.550 -1.083
H -0.331 4.713 0.339
H 1.261 4.677 1.086
H -0.735 0.305 1.652
H -3.031 -1.225 0.155
H 1.180 1.953 -1.484
H 2.688 -1.789 -0.791
H 0.376 2.540 2.330
H -2.539 0.451 1.439
H 0.448 -4.755 0.343
H -2.345 -1.475 -1.563
H -1.734 -2.871 0.791
*
```

Results
**Kohn-Sham gap**: 8.79 eV
**LUMO level**: 0.412 eV

Need the Mulliken charges? In units of e they are: number 1, S, carries 0.124; number 2, N, carries -0.244; number 3, N, carries -0.410; number 4, N, carries -0.003; number 5, N, carries -0.603; number 6, C, carries -0.325; number 7, C, carries -0.649; number 8, C, carries 0.101; number 9, C, carries -1.112; number 10, C, carries -0.071; number 11, C, carries -0.025; number 12, C, carries -0.459; number 13, C, carries -1.358; number 14, C, carries -1.340; number 15, C, carries -0.614; number 16, H, carries 0.363; number 17, H, carries 0.264; number 18, H, carries 0.361; number 19, H, carries 0.319; number 20, H, carries 0.046; number 21, H, carries 0.294; number 22, H, carries 0.387; number 23, H, carries 0.409; number 24, H, carries 0.444; number 25, H, carries 0.310; number 26, H, carries 0.340; number 27, H, carries 0.211; number 28, H, carries 0.290; number 29, H, carries 0.419; number 30, H, carries 0.339; number 31, H, carries 0.302; number 32, H, carries 0.501; number 33, H, carries 0.290; number 34, H, carries 0.509; number 35, H, carries 0.587

5.
The following is a DFT calculation (ωB97M-V/def2-TZVPD) of a molecular structure, C16H21BN3O8Pb3.

Structure (ORCA input):
```
! RIJCOSX wB97M-V def2-TZVPD def2/J DEFGRID3
* xyz 5 1
Pb 1.107 6.459 -1.575
Pb 1.723 -4.034 -4.303
Pb -2.610 5.096 2.241
O -0.900 -2.234 -3.301
O -0.917 0.916 -0.104
O 1.581 -2.212 -2.036
O 0.930 -0.190 -1.239
O -1.195 -0.202 -2.271
O 0.041 1.933 -1.950
O -0.209 4.059 -1.305
O -1.794 2.706 0.948
N -4.338 3.177 2.237
N -1.024 -1.249 2.518
N 2.941 4.539 -2.360
C 3.994 1.215 -2.896
C -0.529 -1.328 -2.602
C -5.139 0.228 4.447
C -5.095 -0.294 2.992
C -1.160 2.164 0.053
C 0.809 -1.285 -1.934
C 3.848 2.156 -1.695
C -0.380 2.860 -1.109
C 0.834 -3.085 2.285
C 0.851 -3.845 0.920
C -4.206 0.551 2.092
C 3.345 3.500 -2.070
C -4.225 2.027 2.204
C -0.239 -2.080 2.383
C 1.576 -5.200 1.057
C 4.802 1.936 -4.005
B -0.295 0.626 -1.411
H 1.796 -2.620 2.494
H 3.144 1.764 -0.956
H -6.076 -0.272 2.518
H 1.027 -5.939 1.639
H 4.270 2.736 -4.523
H 5.814 2.201 -3.704
H -0.140 -3.970 0.484
H -5.407 -0.513 5.195
H -4.333 0.182 1.070
H -4.131 0.545 4.734
H -3.203 0.134 2.253
H 4.775 2.265 -1.128
H 1.408 -3.181 0.256
H 2.613 -5.164 1.387
H -4.692 -1.305 3.031
H -5.783 1.107 4.470
H 0.686 -3.809 3.088
H 1.631 -5.606 0.042
H 3.005 0.896 -3.221
H 4.502 0.351 -2.467
H 4.968 1.289 -4.871
*
```

Results
**Kohn-Sham gap**: 4.79 eV
**LUMO level**: -16.313 eV

Need the Mulliken charges? In units of e they are: number 1, Pb, carries 1.726; number 2, Pb, carries 1.784; number 3, Pb, carries 1.610; number 4, O, carries -0.547; number 5, O, carries -0.322; number 6, O, carries -0.623; number 7, O, carries -0.410; number 8, O, carries -0.320; number 9, O, carries -0.682; number 10, O, carries -0.612; number 11, O, carries -0.523; number 12, N, carries -0.557; number 13, N, carries -0.472; number 14, N, carries -0.417; number 15, C, carries 0.017; number 16, C, carries 0.539; number 17, C, carries -1.146; number 18, C, carries -0.578; number 19, C, carries 0.571; number 20, C, carries 0.677; number 21, C, carries -0.188; number 22, C, carries 0.424; number 23, C, carries -0.593; number 24, C, carries 0.170; number 25, C, carries -0.107; number 26, C, carries 0.194; number 27, C, carries 0.504; number 28, C, carries 0.248; number 29, C, carries -1.429; number 30, C, carries -1.382; number 31, B, carries 1.157; number 32, H, carries 0.373; number 33, H, carries 0.025; number 34, H, carries 0.327; number 35, H, carries 0.398; number 36, H, carries 0.395; number 37, H, carries 0.353; number 38, H, carries 0.462; number 39, H, carries 0.358; number 40, H, carries 0.464; number 41, H, carries 0.291; number 42, H, carries 0.088; number 43, H, carries 0.464; number 44, H, carries -0.247; number 45, H, carries 0.348; number 46, H, carries 0.376; number 47, H, carries 0.343; number 48, H, carries 0.378; number 49, H, carries 0.338; number 50, H, carries -0.005; number 51, H, carries 0.365; number 52, H, carries 0.395

6.
The following is a DFT calculation (ωB97M-V/def2-TZVPD) of a molecular structure, C35H41N3OPdS3SiTe.

Structure (ORCA input):
```
! RIJCOSX wB97M-V def2-TZVPD def2/J DEFGRID3
* xyz -1 2
Te -1.191 -1.689 0.290
Pd 0.982 1.718 2.115
S 2.524 0.013 2.063
S -1.494 5.563 2.971
S 1.214 4.347 3.533
Si 5.985 -0.380 1.260
O -0.748 -1.297 3.721
N 2.902 2.449 1.506
N -0.693 3.310 1.988
N -0.515 0.492 2.345
C -1.414 -4.498 -3.120
C -4.093 -1.086 -1.170
C -2.791 -5.408 -1.410
C -2.003 3.473 1.563
C -2.475 1.882 -2.866
C -2.614 4.663 1.988
C -2.903 3.043 -3.721
C -2.720 2.576 0.777
C -2.662 -6.627 -3.613
C -0.290 4.296 2.763
C -4.620 4.075 0.840
C 4.878 3.601 0.899
C -0.070 -2.428 -2.832
C -2.457 -4.358 -0.558
C -0.751 0.731 -1.592
C 5.571 2.399 0.912
C -1.027 0.896 4.677
C 3.531 3.577 1.206
C -3.383 0.913 -2.462
C -1.694 -0.211 -1.156
C -2.291 -5.489 -2.700
C 0.711 0.709 -1.235
C 3.585 1.278 1.547
C -1.602 -3.344 -1.010
C 7.199 -0.271 -0.171
C 4.953 1.195 1.235
C 4.997 -1.950 1.062
C 6.948 -0.428 2.868
C -3.050 -4.342 0.828
C -4.022 2.885 0.423
C -3.918 4.973 1.627
C -0.729 -0.080 3.551
C -3.022 -0.121 -1.606
C -1.167 1.765 -2.430
C -1.052 -3.435 -2.298
H 4.314 -1.896 0.213
H -0.108 1.410 4.964
H -0.580 -1.548 -3.232
H 7.618 -1.291 2.902
H 5.690 -2.780 0.894
H -3.397 -7.282 -3.145
H 6.266 -0.493 3.718
H -4.377 5.896 1.959
H -2.315 -4.092 1.592
H -5.640 4.298 0.551
H -3.473 -5.318 1.070
H -4.241 -1.030 -0.089
H -0.986 -4.556 -4.116
H -3.828 -2.118 -1.404
H 0.971 -0.092 -0.549
H 2.921 4.472 1.232
H 0.998 1.651 -0.764
H -2.819 3.978 -3.162
H 7.838 -1.158 -0.185
H 0.528 -2.868 -3.630
H 6.669 -0.224 -1.124
H -0.436 2.507 -2.737
H 4.399 -2.173 1.945
H -4.413 0.981 -2.796
H -3.843 -3.593 0.904
H 1.311 0.599 -2.144
H 7.550 0.475 2.991
H -1.788 -7.230 -3.866
H -1.731 1.660 4.343
H 0.598 -2.076 -2.044
H -5.036 -0.852 -1.665
H -2.250 1.656 0.460
H 6.628 2.408 0.665
H -2.278 3.133 -4.611
H 7.851 0.602 -0.105
H 5.368 4.534 0.660
H -4.580 2.188 -0.191
H -3.460 -6.183 -1.048
H -1.432 0.352 5.528
H -3.940 2.936 -4.041
H -3.086 -6.259 -4.550
*
```

Results
**Kohn-Sham gap (spin up / spin down)**: 6.99 / 6.99 eV
**LUMO level (spin up / spin down)**: 2.336 / 2.334 eV

Need the Mulliken charges? In units of e they are: number 1, Te, carries 0.696; number 2, Pd, carries 0.580; number 3, S, carries -0.570; number 4, S, carries -0.346; number 5, S, carries -0.388; number 6, Si, carries 0.203; number 7, O, carries -0.660; number 8, N, carries -0.463; number 9, N, carries 0.233; number 10, N, carries 0.219; number 11, C, carries -0.901; number 12, C, carries -1.675; number 13, C, carries -0.941; number 14, C, carries -1.775; number 15, C, carries 0.880; number 16, C, carries 0.797; number 17, C, carries -1.713; number 18, C, carries 0.559; number 19, C, carries -1.529; number 20, C, carries 0.139; number 21, C, carries -0.707; number 22, C, carries -1.142; number 23, C, carries -1.516; number 24, C, carries 1.182; number 25, C, carries 1.872; number 26, C, carries -0.099; number 27, C, carries -1.086; number 28, C, carries -0.343; number 29, C, carries -1.105; number 30, C, carries -0.361; number 31, C, carries 0.633; number 32, C, carries -2.651; number 33, C, carries 1.040; number 34, C, carries -0.586; number 35, C, carries -1.092; number 36, C, carries 0.303; number 37, C, carries -0.994; number 38, C, carries -1.082; number 39, C, carries -1.744; number 40, C, carries -0.483; number 41, C, carries -0.478; number 42, C, carries 0.372; number 43, C, carries 1.062; number 44, C, carries -0.702; number 45, C, carries 1.450; number 46, H, carries 0.308; number 47, H, carries 0.246; number 48, H, carries 0.250; number 49, H, carries 0.317; number 50, H, carries 0.316; number 51, H, carries 0.347; number 52, H, carries 0.332; number 53, H, carries 0.371; number 54, H, carries 0.308; number 55, H, carries 0.388; number 56, H, carries 0.428; number 57, H, carries 0.308; number 58, H, carries 0.400; number 59, H, carries 0.210; number 60, H, carries 0.196; number 61, H, carries 0.515; number 62, H, carries 0.530; number 63, H, carries 0.326; number 64, H, carries 0.327; number 65, H, carries 0.472; number 66, H, carries 0.317; number 67, H, carries 0.391; number 68, H, carries 0.329; number 69, H, carries 0.217; number 70, H, carries 0.244; number 71, H, carries 0.439; number 72, H, carries 0.339; number 73, H, carries 0.329; number 74, H, carries 0.232; number 75, H, carries 0.174; number 76, H, carries 0.439; number 77, H, carries 0.591; number 78, H, carries 0.246; number 79, H, carries 0.378; number 80, H, carries 0.314; number 81, H, carries 0.362; number 82, H, carries 0.360; number 83, H, carries 0.276; number 84, H, carries 0.347; number 85, H, carries 0.364; number 86, H, carries 0.331

no.,energy (Eh)
1,-1082.7849
2,-2348.3063
3,-3065.5229
4,-1010.0574
5,-1989.8727
6,-3477.9097